(1)
75
Properties=species:S:1:pos:R:3 method="wB97M-V/def2-TZVPD" largest_force_ev_per_a=1.4 charge=+2 multiplicity=2 de_lowest_kcal_mol=34.5 homo_lumo_gap_ev="6.3 / 6.9" homo_energy_ha="-0.4493 / -0.4904" s_squared=0.76
Ti -0.09991 0.85277 0.95390
Br 3.54371 4.80836 -4.27978
C 2.42810 4.18350 -2.90363
C 2.08249 5.02849 -1.85783
C 1.26816 4.56435 -0.83834
C 0.80247 3.25437 -0.86045
C 1.13613 2.42310 -1.92351
C 1.94669 2.88248 -2.94708
N 0.00317 2.68287 0.16483
C -0.53034 3.38097 1.15166
C -1.61091 2.77537 1.88377
C -2.40251 3.45293 2.81444
C -3.55385 2.84979 3.26494
C -3.90014 1.57874 2.79633
C -3.04335 0.92674 1.94580
N -1.90455 1.49565 1.51008
H 2.44972 6.04488 -1.83919
H 1.02074 5.23819 -0.02943
H 0.73931 1.41289 -1.94912
H 2.19402 2.24398 -3.78389
H -0.28249 4.42134 1.33047
H -2.12984 4.45293 3.12337
H -4.19830 3.36473 3.96421
H -4.80998 1.09394 3.11735
H -3.23493 -0.08043 1.60345
N 4.11339 0.93826 -0.21473
C 4.05844 2.13387 0.45698
C 2.84913 2.14807 1.07426
N 2.16423 0.98251 0.78972
C 2.96221 0.27268 0.01582
C 2.74364 -1.12305 -0.35259
N 2.38736 -2.05376 0.50671
C 2.36327 -3.22999 -0.20388
C 2.71583 -2.99835 -1.49872
N 2.96515 -1.65168 -1.57745
H 4.90268 0.59675 -0.74102
H 4.85977 2.85014 0.43461
H 2.42726 2.91963 1.69508
H 2.08008 -4.16375 0.25049
H 2.80422 -3.65189 -2.34761
H 3.19287 -1.14488 -2.41788
N -0.48908 -0.42866 -0.22376
C -1.19784 -1.28008 -0.87743
C -2.29115 -0.84053 -1.76749
C -2.43871 0.51884 -2.07889
C -3.46797 0.94684 -2.89209
C -4.37235 0.02351 -3.40919
C -4.24735 -1.32258 -3.10039
C -3.21588 -1.75490 -2.28281
C -0.93726 -2.72983 -0.69543
C -0.94865 -3.26549 0.58949
C -0.72637 -4.62247 0.77517
C -0.46384 -5.44198 -0.31590
C -0.43762 -4.90462 -1.59646
C -0.68758 -3.55463 -1.78903
H -1.73567 1.23633 -1.67710
H -3.57082 1.99708 -3.12879
H -5.17701 0.35716 -4.05071
H -4.95924 -2.03718 -3.48950
H -3.15096 -2.80287 -2.02579
H -1.17803 -2.62987 1.43800
H -0.78278 -5.04564 1.76990
H -0.29726 -6.50090 -0.17112
H -0.24267 -5.54207 -2.44834
H -0.68430 -3.14073 -2.79021
N 2.13295 -1.73593 3.31523
C 0.71743 -1.97596 3.72101
C -0.19257 -0.86890 3.20752
O -1.38646 -1.02094 3.28541
O 0.44792 0.16026 2.71024
H 2.25700 -1.82655 2.26171
H 2.76815 -2.39554 3.76657
H 2.40815 -0.78428 3.56839
H 0.65021 -2.01383 4.80718
H 0.39448 -2.93057 3.31250

(2)
66
Properties=species:S:1:pos:R:3 method="wB97M-V/def2-TZVPD" largest_force_ev_per_a=1.9 charge=+1 de_lowest_kcal_mol=0.0 homo_lumo_gap_ev=3.3 homo_energy_ha=-0.3322
Cl 1.30294 -7.10058 -4.53975
C 0.69544 -5.73678 -3.70907
C 0.74644 -4.47089 -4.31262
C 0.30575 -3.35566 -3.61432
C -0.23867 -3.45781 -2.30270
C -0.74444 -2.28779 -1.64549
C -1.21474 -2.23399 -0.33269
C -1.95168 -1.17780 0.21031
C -2.57168 -1.23104 1.50525
C -3.73859 -0.47320 1.79539
C -4.41140 -0.61680 3.00268
C -3.90766 -1.48314 3.98505
Cl -4.71756 -1.63846 5.48091
C -2.75046 -2.22992 3.73490
C -2.09030 -2.10762 2.51470
C -0.28537 -4.75791 -1.71934
C 0.16512 -5.87586 -2.42064
H 1.14373 -4.37981 -5.31869
H 0.36227 -2.36747 -4.07752
H -0.75022 -1.36966 -2.23320
H -1.02413 -3.10121 0.30673
H -2.21049 -0.32750 -0.42638
H -4.12162 0.21035 1.03292
H -5.32682 -0.06706 3.19944
H -2.38254 -2.91336 4.49350
H -1.18897 -2.68631 2.32069
H -0.69839 -4.87871 -0.71898
H 0.11730 -6.86483 -1.97228
C -2.89108 3.67391 2.09038
C -2.06722 4.20120 1.08775
C -0.75074 3.78102 0.96620
C -0.24873 2.75797 1.81656
C 1.02648 2.11340 1.62276
C 1.64646 1.92526 0.39098
N 2.92250 1.49015 0.33467
C 3.73584 1.38616 1.52897
C 5.04946 0.75973 1.07692
C 4.96574 0.57552 -0.44508
C 3.57312 1.02657 -0.88195
C 0.92244 2.07657 -0.90339
C -0.26849 1.36536 -1.05114
C -1.01526 1.46230 -2.21977
C -0.56237 2.26769 -3.26838
C 0.63315 2.97740 -3.12845
C 1.39296 2.86515 -1.96483
C -1.03941 2.36582 2.92389
C -2.36482 2.75941 3.01172
H -3.92388 4.00534 2.17947
H -2.45512 4.94751 0.39337
H -0.09415 4.20807 0.20401
H 1.56265 1.82172 2.53116
H 3.89412 2.38194 1.97545
H 3.24658 0.76102 2.29260
H 5.87827 1.41180 1.35623
H 5.16988 -0.20541 1.57244
H 5.71206 1.18855 -0.95559
H 5.10911 -0.46810 -0.73194
H 3.00876 0.20941 -1.36981
H 3.64867 1.83103 -1.62740
H -0.57594 0.72539 -0.22382
H -1.95496 0.91504 -2.30524
H -1.14682 2.33829 -4.18464
H 0.98590 3.62962 -3.92819
H 2.33952 3.40430 -1.86841
H -0.58697 1.69360 3.65825
H -2.99095 2.35111 3.80544

(3)
76
Properties=species:S:1:pos:R:3 method="wB97M-V/def2-TZVPD" largest_force_ev_per_a=1.0 charge=-1 de_lowest_kcal_mol=352.8 homo_lumo_gap_ev=5.8 homo_energy_ha=-0.1567
Zr -0.32706 0.02128 -0.49081
C -0.01474 2.12702 2.46801
N 0.33232 0.69644 2.45464
C -0.48994 0.03827 3.47731
C -0.65598 -1.46932 3.35966
C -1.49065 -1.94379 2.17796
N -0.84151 -1.96757 0.86435
C -0.69590 -3.13646 0.35093
C -0.42943 -3.42100 -1.03587
C 0.10430 -4.65690 -1.43421
C 0.17098 -4.99857 -2.76202
C -0.36582 -4.11537 -3.71601
C -0.94044 -2.92504 -3.35112
C -0.96259 -2.52014 -1.99515
O -1.47664 -1.39186 -1.63533
C 1.76151 0.62583 2.78561
C 2.43904 -0.74229 2.75903
C 2.22014 -1.53832 1.46044
N 1.93701 -0.62221 0.35549
C 2.98766 -0.11662 -0.15893
C 2.98389 0.96792 -1.17143
C 3.95021 0.55318 -1.95369
C 4.47657 3.47227 -2.77890
C 3.36018 3.68209 -2.20030
C 2.12248 3.23544 -1.61606
C 1.94142 2.01292 -1.09234
O 0.91339 1.71612 -0.34211
H 0.07157 2.53588 3.48725
H -1.03067 2.25662 2.11020
H 0.64755 2.66861 1.80006
H -1.48585 0.47953 3.42358
H -0.08948 0.28506 4.47541
H -1.19875 -1.77974 4.25813
H 0.29346 -2.00255 3.38558
H -2.35618 -1.29115 2.07249
H -1.86741 -2.94882 2.39909
H -0.88207 -4.00831 0.98980
H 0.47361 -5.33915 -0.67450
H 0.61343 -5.93610 -3.07113
H -0.32588 -4.38184 -4.76591
H -1.35154 -2.24150 -4.08288
H 1.91831 1.06122 3.78704
H 2.27052 1.27966 2.07743
H 2.14824 -1.34380 3.62112
H 3.50846 -0.54352 2.87918
H 1.38482 -2.22034 1.56028
H 3.11191 -2.13105 1.23416
H 3.96773 -0.49448 0.14107
H 4.94241 1.39196 -4.34836
H 3.35465 1.52844 -5.36533
H 3.60428 4.78395 -2.17229
H 1.32829 3.95374 -1.46356
Cl 1.97214 1.59681 -6.84977
C 0.92230 1.33170 -5.42348
C -0.38462 1.77050 -5.49285
Cl -1.04798 2.45759 -6.93982
C -1.15071 1.64879 -4.33452
Cl -2.72117 2.37022 -4.21887
C -0.60560 1.06390 -3.19850
O -1.15779 1.17246 -2.01203
C 0.63751 0.35923 -3.27044
O 0.90451 -0.37638 -2.18174
C 1.46945 0.67658 -4.33419
Cl 3.62109 0.92758 -4.22185
Se -2.87515 1.00925 0.29483
C -3.51961 1.16990 2.09623
C -3.35330 2.35639 2.81766
C -3.85555 2.49682 4.10337
C -4.55926 1.45983 4.70172
C -4.77658 0.29282 3.98240
C -4.27187 0.15579 2.69612
H -2.82733 3.18082 2.35299
H -3.70144 3.42701 4.63788
H -4.95073 1.56813 5.70557
H -5.35245 -0.51497 4.41939
H -4.47763 -0.74643 2.13279

(4)
71
Properties=species:S:1:pos:R:3 method="wB97M-V/def2-TZVPD" largest_force_ev_per_a=1.7 multiplicity=2 de_lowest_kcal_mol=0.0 homo_lumo_gap_ev="5.9 / 6.0" homo_energy_ha="-0.2352 / -0.2375" s_squared=0.78
Ru -0.38887 0.26001 0.34075
O -0.69962 -0.72117 2.08081
C -0.25587 -1.93470 2.37547
C -0.74630 -2.54260 3.54336
C -0.33441 -3.80166 3.93141
C 0.57280 -4.51799 3.15626
C 1.05430 -3.93325 1.99671
C 0.67317 -2.65534 1.60031
C 1.26648 -2.05468 0.34884
N 0.22702 -1.36292 -0.39667
N 0.03808 -1.84866 -1.65083
C -0.94918 -1.19979 -2.23783
O -1.55737 -0.21107 -1.72456
C -1.34400 -1.67151 -3.60064
C -2.28722 -0.94231 -4.31685
C -2.64112 -1.32191 -5.60383
C -2.05190 -2.43563 -6.18402
C -1.11192 -3.16979 -5.47040
C -0.75762 -2.79136 -4.18646
H -1.47010 -1.98714 4.12674
H -0.73279 -4.23442 4.84116
H 0.89469 -5.50785 3.44888
H 1.75496 -4.47735 1.37157
H 1.62332 -2.87243 -0.28536
H -2.73399 -0.07563 -3.84779
H -3.37484 -0.74723 -6.15466
H -2.32205 -2.73195 -7.18952
H -0.65244 -4.04055 -5.92071
H -0.02691 -3.35353 -3.62190
C -4.71301 1.58333 0.24082
C -4.75690 2.68460 1.07784
C -3.58412 3.12277 1.67457
C -2.41384 2.43087 1.40249
N -2.36874 1.37484 0.58034
C -3.49964 0.95283 0.01213
C -1.10847 2.73593 2.06746
C -0.94743 3.73902 3.01268
C 0.25599 3.82404 3.69482
C 1.24460 2.88994 3.42796
C 1.02347 1.95010 2.43843
N -0.11216 1.90423 1.73546
H -5.60591 1.20176 -0.23404
H -5.69021 3.19434 1.27632
H -3.59708 3.96872 2.34454
H -3.39631 0.10347 -0.64555
H -1.74837 4.42838 3.23128
H 0.40383 4.59392 4.43992
H 2.18051 2.88376 3.96820
H 1.76512 1.20178 2.18219
C 0.32954 1.82872 -2.40179
N 0.98360 1.37615 -1.15977
C 1.61800 2.57132 -0.58569
C 2.05396 0.38878 -1.50896
C 2.85507 -0.09351 -0.30992
C 4.05099 0.57546 -0.06121
C 4.82974 0.32612 1.05993
C 4.40401 -0.62615 1.96656
C 3.23972 -1.34065 1.71659
C 2.45685 -1.11166 0.58922
H 1.04573 2.38617 -3.01813
H -0.50973 2.47570 -2.15039
H -0.04944 0.98153 -2.96112
H 2.30644 3.01576 -1.31631
H 2.18293 2.32622 0.30343
H 0.85294 3.30628 -0.33963
H 2.74207 0.88653 -2.20730
H 1.58700 -0.43055 -2.04393
H 4.37241 1.32931 -0.77139
H 5.74929 0.87386 1.21935
H 4.97612 -0.82885 2.86291
H 2.92516 -2.10079 2.41946